H20O10 | ωB97M-V/def2-TZVPD

Summary:
Max |F| ... 0.1182 hartree/bohr
HOMO level ... -8.87 eV
ΔE to the lowest compared entry with this formula, charge and spin ... 7.9159 eV
Structure (SMILES) ... O.O.O.O.O.O.O.O.O.O
Gap between HOMO and LUMO ... 9.11 eV

```
30
H20O10 (ωB97M-V/def2-TZVPD)
O -0.576 -0.653 0.061
H 0.026 -0.439 -0.660
H -0.321 -0.048 0.767
O 1.432 2.256 3.139
H 2.360 2.377 2.910
H 1.458 1.815 3.996
O -0.111 -2.125 1.313
H -0.032 -2.245 2.266
H -0.977 -2.491 1.101
O -3.536 2.279 -1.136
H -3.446 2.936 -0.436
H -3.630 2.804 -1.939
O -4.258 -2.261 -0.300
H -3.502 -2.532 -0.834
H -4.529 -1.421 -0.687
O 2.484 0.690 -1.156
H 2.884 -0.186 -1.120
H 2.132 0.824 -0.269
O 2.507 -2.382 0.499
H 2.635 -2.218 1.440
H 1.996 -1.623 0.196
O -1.292 3.755 -0.092
H -1.996 3.549 0.534
H -1.673 4.437 -0.657
O -0.475 -3.192 -0.520
H -1.168 -2.527 -0.604
H -0.954 -4.028 -0.500
O 4.017 0.575 -2.256
H 4.470 0.582 -3.107
H 4.075 1.488 -1.952
```

***

C9H13N2O | ωB97M-V/def2-TZVPD

Summary:
Max |F| ... 0.1312 hartree/bohr
HOMO level ... -11.58 eV
ΔE to the lowest compared entry with this formula, charge and spin ... 1.7581 eV
Structure (SMILES) ... C/C(O)=C/Cc1c[nH]ccc1=[NH2+]
Charge ... +1
Gap between HOMO and LUMO ... 8.41 eV

```
25
C9H13N2O (ωB97M-V/def2-TZVPD)
C 3.017 0.339 -0.726
C 1.742 -0.310 -0.333
O 0.974 -0.940 -1.191
C 1.318 -0.223 0.961
C 0.056 -0.825 1.534
C -1.170 -0.524 0.789
C -2.286 -1.382 0.583
N -3.364 -1.031 -0.132
C -3.341 0.092 -0.903
C -2.318 0.972 -0.857
C -1.272 0.760 0.109
N -0.498 1.775 0.219
H 3.426 0.837 0.127
H 2.589 0.853 -1.635
H 3.821 -0.215 -1.126
H 1.378 -1.252 -2.006
H 1.915 0.174 1.730
H -0.133 -0.519 2.546
H 0.209 -1.859 1.580
H -2.500 -2.251 1.120
H -4.135 -1.694 -0.150
H -4.071 0.132 -1.629
H -2.295 1.918 -1.428
H -0.726 2.797 -0.008
H 0.217 1.878 0.963
```

***

C2H8N2 | ωB97M-V/def2-TZVPD

Summary:
Max |F| ... 0.1011 hartree/bohr
HOMO level ... -9.65 eV
ΔE to the lowest compared entry with this formula, charge and spin ... 1.7824 eV
Structure (SMILES) ... C=NC.N
Gap between HOMO and LUMO ... 10.58 eV

```
12
C2H8N2 (ωB97M-V/def2-TZVPD)
C -0.602 -0.505 -0.837
N -0.597 0.205 0.258
C -1.690 0.974 0.723
H -1.606 -0.509 -1.373
H 0.035 -1.308 -1.141
H -1.289 1.310 1.670
H -2.633 0.454 0.664
H -1.857 1.839 0.160
N 2.633 -0.592 0.305
H 3.422 -0.225 -0.298
H 2.498 -1.432 -0.331
H 1.686 -0.211 0.200
```

***

C3H8OSi2 | ωB97M-V/def2-TZVPD

Summary:
Max |F| ... 0.0615 hartree/bohr
HOMO level (spin up / spin down) ... -7.67 / -7.23 eV
ΔE to the lowest compared entry with this formula, charge and spin ... 6.1802 eV
Gap between HOMO and LUMO (spin up / spin down) ... 8.06 / 7.30 eV

```
14
C3H8OSi2 (ωB97M-V/def2-TZVPD)
C 0.266 -0.628 0.722
C -1.687 -1.531 -0.260
C 1.377 0.036 0.966
O -0.450 -1.470 0.152
Si -2.844 -0.117 -0.608
Si 2.876 0.081 -0.066
H -1.930 -2.559 -0.531
H 1.564 0.277 2.049
H -2.461 0.803 -1.537
H -2.835 0.587 0.667
H -4.030 -0.817 -0.980
H 2.392 0.727 -1.283
H 3.448 -1.265 -0.405
H 3.689 0.798 0.923
```

***

C41H48IN7O6PbSSi | ωB97M-V/def2-TZVPD

Summary:
Max |F| ... 0.0095 hartree/bohr
HOMO level ... -7.46 eV
ΔE to the lowest compared entry with this formula, charge and spin ... 0.0000 eV
Gap between HOMO and LUMO ... 6.08 eV

```
106
C41H48IN7O6PbSSi (ωB97M-V/def2-TZVPD)
Pb 0.705 1.389 0.053
N 2.621 -0.485 0.747
N 3.398 -0.949 -0.308
C 3.340 -0.394 -1.522
N 4.154 -0.905 -2.454
S 2.406 0.957 -1.946
H 3.214 -0.251 1.535
H 1.924 -1.183 0.993
H 3.887 -1.826 -0.195
H 4.668 -1.755 -2.292
H 3.993 -0.636 -3.410
C -2.782 2.880 2.600
C -2.684 1.535 1.878
C -2.161 0.447 2.775
C -3.065 -0.360 3.453
C -2.637 -1.342 4.331
C -1.284 -1.520 4.546
C -0.340 -0.720 3.906
C 1.119 -0.959 4.230
C 1.513 -0.470 5.626
C -0.792 0.261 3.012
N 0.169 1.084 2.337
C 0.924 1.849 3.053
C 2.024 2.542 2.493
C 2.961 3.414 3.042
C 3.806 3.795 1.994
C 3.349 3.146 0.848
N 2.296 2.376 1.163
H -3.264 3.624 1.964
H -1.795 3.263 2.857
H -3.370 2.779 3.514
H -2.055 1.637 0.994
H -3.672 1.243 1.518
H -4.124 -0.217 3.274
H -3.357 -1.973 4.836
H -0.940 -2.293 5.224
H 1.765 -0.499 3.481
H 1.304 -2.033 4.182
H 1.303 0.591 5.758
H 2.576 -0.631 5.810
H 0.952 -1.007 6.392
H 0.731 1.951 4.119
H 3.005 3.730 4.072
H 4.648 4.466 2.046
H 3.721 3.191 -0.164
O -3.353 3.686 -5.363
C -3.774 3.065 -4.376
O -4.893 2.633 -4.055
C -2.692 2.673 -3.374
C -1.999 1.468 -3.515
C -1.066 1.105 -2.576
N -0.798 1.885 -1.528
C -1.395 3.078 -1.401
C -2.350 3.495 -2.294
C -0.909 3.938 -0.254
O -1.111 5.143 -0.281
O -0.276 3.297 0.666
H -2.192 0.826 -4.364
H -0.486 0.198 -2.648
H -2.813 4.462 -2.155
N 0.725 5.624 -2.494
C 1.557 4.577 -2.453
O 1.379 3.636 -1.683
C 2.724 4.574 -3.409
I 2.085 3.955 -5.349
H -0.026 5.664 -1.808
H 0.858 6.384 -3.137
H 3.450 3.841 -3.079
H 3.180 5.554 -3.517
C -2.347 -2.711 1.198
C -2.268 -2.432 -0.312
C -3.152 -1.218 -0.621
C -2.785 -3.671 -1.051
Si -0.452 -2.068 -0.712
O -0.036 -0.612 -0.104
C -0.093 -2.301 -2.563
C 1.152 -2.750 -3.006
C 1.432 -2.935 -4.354
C 0.461 -2.668 -5.307
C -0.792 -2.233 -4.898
C -1.060 -2.065 -3.548
C 0.566 -3.417 0.150
C 0.952 -3.271 1.484
C 1.631 -4.275 2.165
C 1.921 -5.471 1.524
C 1.513 -5.659 0.212
C 0.843 -4.645 -0.461
H -3.396 -2.810 1.499
H -1.912 -1.899 1.786
H -1.834 -3.636 1.466
H -4.163 -1.385 -0.235
H -3.249 -1.023 -1.691
H -2.763 -0.310 -0.156
H -3.819 -3.870 -0.750
H -2.197 -4.559 -0.804
H -2.776 -3.554 -2.135
H 1.919 -2.991 -2.277
H 2.404 -3.305 -4.663
H 0.673 -2.810 -6.359
H -1.563 -2.030 -5.630
H -2.050 -1.732 -3.262
H 0.667 -2.368 2.017
H 1.915 -4.137 3.200
H 2.443 -6.259 2.052
H 1.710 -6.599 -0.288
H 0.527 -4.820 -1.483
```

***

C33H38BBrGeIrN4O9S | ωB97M-V/def2-TZVPD

Summary:
Max |F| ... 0.0129 hartree/bohr
HOMO level (spin up / spin down) ... -0.70 / -0.63 eV
ΔE to the lowest compared entry with this formula, charge and spin ... 3.1097 eV
2S+1 ... 2
Charge ... -2
Gap between HOMO and LUMO (spin up / spin down) ... 4.05 / 3.98 eV

```
89
C33H38BBrGeIrN4O9S (ωB97M-V/def2-TZVPD)
Ir -0.040 0.088 0.868
O -5.593 4.289 -0.006
C -5.051 3.698 -0.964
O -5.407 3.610 -2.154
C -3.791 2.876 -0.587
C -3.391 2.775 0.749
C -2.259 2.052 1.058
N -1.535 1.448 0.108
C -1.839 1.595 -1.178
C -3.002 2.282 -1.554
C -0.804 1.184 -2.122
C -0.402 2.064 -3.103
C 0.758 1.893 -3.852
C 1.577 0.796 -3.507
C 1.196 -0.110 -2.571
N -0.056 -0.026 -1.909
C -1.646 2.004 2.409
C -2.178 2.675 3.504
C -1.499 2.663 4.704
C -0.282 2.004 4.794
C 0.191 1.355 3.674
N -0.478 1.343 2.520
H -3.984 3.296 1.487
H -3.294 2.363 -2.591
H -0.995 2.963 -3.223
H 1.060 2.617 -4.595
H 2.544 0.657 -3.976
H 1.791 -0.966 -2.309
H -3.120 3.192 3.409
H -1.916 3.169 5.566
H 0.287 1.978 5.712
H 1.135 0.823 3.671
Br 7.139 -2.836 -1.911
C 5.428 -2.523 -1.147
C 4.358 -3.319 -1.518
N 3.143 -3.152 -1.012
C 2.949 -2.165 -0.139
C 3.975 -1.332 0.302
C 5.252 -1.530 -0.207
C 3.835 -0.325 1.419
O 4.738 -0.263 2.234
O 2.772 0.426 1.529
H 4.489 -4.116 -2.241
H 1.934 -2.036 0.230
H 6.072 -0.922 0.149
C 2.907 3.412 1.943
Ge 2.112 2.752 0.268
C 3.404 3.092 -1.181
C 0.540 3.864 -0.069
C 1.784 0.802 0.399
H 3.190 4.461 1.828
H 3.784 2.828 2.221
H 2.180 3.339 2.754
H 3.635 4.157 -1.255
H 2.979 2.760 -2.129
H 4.335 2.547 -1.007
H 0.814 4.910 0.081
H -0.268 3.614 0.615
H 0.176 3.739 -1.090
H 2.205 0.351 -0.511
C -0.489 -2.075 3.630
S -2.065 -1.456 3.063
O -2.365 -0.338 3.936
O -2.985 -2.574 3.141
O -1.852 -1.050 1.644
H -0.630 -2.450 4.642
H 0.237 -1.262 3.616
H -0.161 -2.872 2.973
C -0.682 -4.609 -2.342
C -0.961 -3.483 -1.359
C -0.778 -3.978 0.062
O 0.007 -2.449 -1.590
B -0.654 -1.229 -1.398
O -2.028 -1.377 -1.273
C -2.327 -2.746 -1.575
C -3.446 -3.220 -0.668
C -2.777 -2.767 -3.035
H 0.286 -5.053 -2.104
H -0.649 -4.243 -3.367
H -1.449 -5.385 -2.266
H 0.259 -4.304 0.178
H -1.441 -4.816 0.285
H -0.987 -3.173 0.757
H -3.200 -3.080 0.385
H -3.661 -4.277 -0.853
H -4.348 -2.645 -0.885
H -1.984 -2.405 -3.691
H -3.633 -2.100 -3.137
H -3.073 -3.770 -3.353
```

***

C9H4Br2ClNO5PtSe2Te2 | ωB97M-V/def2-TZVPD

Summary:
Max |F| ... 0.0340 hartree/bohr
HOMO level ... -7.82 eV
ΔE to the lowest compared entry with this formula, charge and spin ... 1.8657 eV
Gap between HOMO and LUMO ... 5.03 eV

```
27
C9H4Br2ClNO5PtSe2Te2 (ωB97M-V/def2-TZVPD)
Pt 0.118 -1.136 1.341
Br 3.659 2.216 -0.632
C 1.927 1.749 -1.193
C 1.413 2.466 -2.294
C 0.187 2.185 -2.795
Br -0.436 3.144 -4.299
C -0.613 1.187 -2.193
C -1.905 0.811 -2.628
C -2.606 -0.137 -1.947
C -2.035 -0.714 -0.803
N -0.824 -0.400 -0.400
C -0.089 0.520 -1.073
C 1.220 0.751 -0.561
O 1.664 -0.029 0.456
H 2.018 3.241 -2.742
H -2.322 1.286 -3.506
H -3.590 -0.448 -2.268
H -2.576 -1.430 -0.198
O -0.806 -1.815 4.430
Cl -1.214 -2.832 3.460
O -2.057 -3.827 4.036
O -0.027 -3.487 2.932
O -1.844 -2.098 2.313
Se 4.774 -1.551 1.002
Te 3.536 0.166 1.979
Te 1.519 -1.029 3.476
Se 0.910 1.211 4.106
```

***

C5H3ClFN | ωB97M-V/def2-TZVPD

Summary:
Max |F| ... 0.0657 hartree/bohr
HOMO level ... -9.57 eV
ΔE to the lowest compared entry with this formula, charge and spin ... 0.0000 eV
Structure (SMILES) ... N#C/C=C(Cl)/C=C\F
Gap between HOMO and LUMO ... 9.08 eV

```
11
C5H3ClFN (ωB97M-V/def2-TZVPD)
N 3.818 0.660 -0.054
C 2.694 0.347 0.010
C 1.426 -0.302 0.142
C 0.248 0.368 0.058
Cl 0.187 2.048 -0.024
C -0.985 -0.422 -0.078
C -2.235 -0.142 -0.092
F -2.634 1.130 0.128
H 1.449 -1.398 0.321
H -0.932 -1.456 -0.119
H -3.035 -0.832 -0.292
```